This record from OMol25 describes C32H50InP2 as an isolated structure in a non-equilibrium geometry. The level of theory is ωB97M-V/def2-TZVPD.

```
85
Properties=species:S:1:pos:R:3
In 0.00804 0.11847 -0.09063
C -1.91538 1.69075 0.09502
C -2.31817 0.76910 -0.94805
C -2.15208 -0.39982 1.04716
C -1.90447 0.96966 1.33313
C -2.45122 -0.53391 -0.36551
C -1.91203 3.20660 -0.05235
H -1.58045 3.58836 -1.04461
H -1.30489 3.75567 0.69386
H -2.94841 3.58247 0.07591
C -1.83500 1.56442 2.70176
H -1.63170 2.64316 2.70431
H -1.09121 1.08736 3.35098
H -2.81551 1.42291 3.17811
C -2.32576 -1.50117 2.06200
H -3.40064 -1.60508 2.30463
H -1.80355 -1.30075 3.00796
H -1.99129 -2.51493 1.75061
C -3.25481 -1.70326 -0.86943
H -4.30712 -1.46414 -0.63117
H -3.04815 -2.65435 -0.34420
H -3.22771 -1.93130 -1.95012
C -3.06886 1.29503 -2.12308
H -3.99436 1.70659 -1.69353
H -3.34988 0.52580 -2.83835
H -2.57735 2.12086 -2.65062
C 1.38751 0.55712 -3.44850
C 0.36381 1.43559 -3.59766
C -0.22144 1.76313 -4.94893
C -1.10879 0.60330 -5.51820
C -1.16798 -0.63964 -4.64243
C -0.12808 -1.48456 -4.55235
C 1.18267 -1.24013 -5.26440
C 2.05569 -0.11445 -4.61795
H 0.58110 1.98932 -5.67328
H -0.67025 0.31455 -6.48879
H -0.82892 2.68446 -4.86602
H 2.31756 0.62128 -5.39567
H 1.76671 0.20934 -2.47669
H -0.16950 1.92611 -2.76986
H 3.00583 -0.55750 -4.27189
H 1.74398 -2.18667 -5.32228
H -0.25302 -2.48406 -4.10384
H 0.97650 -0.94740 -6.30704
H -2.12372 0.96751 -5.75278
H -2.15721 -0.91996 -4.23812
P 1.61340 1.97127 0.60529
C 1.20221 2.73130 2.16302
H 2.08808 3.34673 2.36998
H 1.05426 2.03293 2.99079
H 0.33650 3.40168 2.09247
C 3.25966 1.36736 0.81038
H 3.79764 2.22944 1.22899
H 3.73236 1.08632 -0.13857
H 3.33444 0.53000 1.51347
C 1.77282 3.40878 -0.42265
H 2.26258 3.20149 -1.37941
H 2.42637 4.07134 0.16585
H 0.83117 3.94316 -0.60926
P 0.83751 -2.28114 -0.24448
C -0.39350 -3.50550 -0.67901
H 0.22153 -4.33408 -1.05083
H -1.17277 -3.26818 -1.40809
H -0.89303 -3.85874 0.24225
C 2.44847 -2.47854 -0.97673
H 2.40442 -2.64815 -2.05464
H 2.84398 -3.38655 -0.49317
H 3.15484 -1.65813 -0.75085
C 1.21008 -3.04051 1.30370
H 1.41516 -4.07616 1.01475
H 0.37762 -3.01167 1.99849
H 2.08930 -2.59874 1.75574
C 0.58303 -0.38533 2.10893
C 0.72546 -0.58395 3.34247
C 0.91137 -0.73463 4.74353
C -0.21553 -0.71370 5.59640
C -0.05040 -0.79816 6.98997
C 1.23365 -0.90528 7.53494
C 2.36061 -0.92644 6.69956
C 2.20458 -0.84271 5.30476
H -1.21522 -0.62105 5.16721
H -0.92605 -0.77676 7.62710
H 1.35489 -0.96923 8.61654
H 3.35265 -1.00548 7.12412
H 3.07543 -0.84887 4.64993
```

Computed properties:
HOMO (eV): -9.93
Energy above the lowest of the compared OMol25 structures with the same formula, charge and spin (kcal per mole): 0.0
Total charge: +1
F_max (eV/A): 3.9
LUMO (hartree): -0.1048


This record from OMol25 describes a 9-piece molecular cluster, C32H50N6O4 overall in a non-equilibrium geometry. The level of theory is ωB97M-V/def2-TZVPD.

```
92
Properties=species:S:1:pos:R:3
C 4.07088 2.02475 0.96103
C 5.22410 2.05026 0.16139
C 6.13954 2.85384 0.86638
N 5.56150 3.47531 1.91565
C 4.25502 2.97018 1.98109
H 3.16949 1.47139 0.74266
H 5.43797 1.37377 -0.65286
H 7.17347 3.10286 0.67826
H 5.97409 4.22353 2.45420
H 3.56846 3.20508 2.78099
C -1.12978 3.33834 3.45692
C 0.12517 2.70287 3.27002
C -0.04044 1.76752 2.22117
N -1.19363 2.09492 1.63236
C -1.81812 3.02300 2.37362
H -1.36120 4.00492 4.27454
H 0.96807 2.70535 3.94523
H 0.60883 0.96716 1.89826
H -1.47270 1.75600 0.72277
H -2.79986 3.30777 2.02508
C 4.24064 1.32492 -3.44101
C 5.44637 1.88064 -3.27593
C 6.41834 0.90807 -3.27039
N 5.75683 -0.34448 -3.23824
C 4.47640 -0.10804 -3.53898
H 3.36983 1.95310 -3.55714
H 5.55473 2.94538 -3.13102
H 7.47563 1.02850 -3.08592
H 6.22882 -1.23593 -3.18686
H 3.85516 -0.99050 -3.49756
C 2.38282 -3.40831 -0.38946
C 1.48799 -4.50624 -0.16350
C 1.86481 -5.07563 1.09757
N 2.98486 -4.37357 1.43954
C 3.32009 -3.35608 0.59349
H 2.44171 -2.79307 -1.27514
H 0.61893 -4.72080 -0.76774
H 1.47838 -5.79885 1.80044
H 3.40112 -4.58318 2.33558
H 4.20527 -2.77010 0.79219
C -2.58860 3.08594 -1.05764
C -3.60753 2.32929 -0.41286
C -4.80243 3.11846 -0.55089
N -4.47983 4.26384 -1.12607
C -3.14818 4.26343 -1.44573
H -1.56921 2.74062 -1.14712
H -3.53806 1.31529 -0.04764
H -5.84082 2.95258 -0.30465
H -5.18260 4.97120 -1.28687
H -2.84405 5.09777 -2.06037
C 1.59790 0.18509 -1.66966
N 0.87555 -0.57822 -0.60238
C -0.37593 -0.59742 -0.27085
C -0.97399 -1.57486 0.68859
O -1.13546 0.12663 -0.84540
H 1.85530 -0.42017 -2.53887
H 2.58825 0.54106 -1.38577
H 1.07879 1.06473 -2.05023
H 1.36969 -1.35617 -0.18920
H -0.21926 -2.33887 0.87501
H -1.87425 -2.09249 0.35738
H -1.28474 -1.06058 1.59802
C -5.14719 -1.26695 0.39799
C -5.56093 -1.00541 -1.08506
C -4.48806 -0.96181 -2.22879
O -6.75086 -0.85700 -1.40882
H -5.11029 -0.30818 0.91520
H -4.19511 -1.75804 0.59914
H -5.87545 -1.74545 1.05280
H -4.99201 -0.69183 -3.15681
H -4.33215 -2.02248 -2.42573
H -3.57678 -0.36514 -2.18803
C 0.63608 -2.90720 -4.57248
C -0.48253 -2.85869 -3.58897
C -1.56624 -1.84012 -3.83843
O -0.47971 -3.57003 -2.63208
H 1.02165 -3.89521 -4.82401
H 1.41823 -2.41478 -3.99468
H 0.47436 -2.31284 -5.47175
H -1.11745 -0.87145 -4.05838
H -2.13413 -1.73926 -2.91354
H -2.32186 -1.87825 -4.62308
C -2.98840 -0.41560 4.38027
C -2.54648 -0.79580 5.70791
C -3.49156 -1.42370 6.61284
O -1.38256 -0.59331 6.06095
H -3.84492 0.25833 4.36342
H -3.20263 -1.33688 3.83857
H -2.13377 0.11664 3.96260
H -4.13345 -2.17117 6.14661
H -4.14920 -0.76918 7.18488
H -2.91675 -2.03104 7.31200
```

Computed properties:
HOMO (eV): -7.59
Total charge: 0
F_max (eV/A): 4.3
LUMO (hartree): 0.0198
SMILES: c1cc[nH]c1.c1cc[nH]c1.c1cc[nH]c1.c1cc[nH]c1.c1cc[nH]c1.CNC(C)=O.CC(C)=O.CC(C)=O.CC(C)=O


This record from OMol25 describes C32H51BrCdN8O2S4 as an isolated structure in a non-equilibrium geometry. The level of theory is ωB97M-V/def2-TZVPD.

```
99
Properties=species:S:1:pos:R:3
Cd -15.63479 7.22915 -10.32469
C -15.92292 10.66946 -11.53973
C -15.82669 9.89136 -12.88557
S -15.21109 8.16060 -12.93446
C -16.57855 7.27982 -13.65078
C -18.00884 7.37507 -12.95997
S -18.12930 6.94944 -11.20213
C -19.00649 8.31533 -10.54591
C -18.39471 9.70309 -10.65035
S -16.70099 9.88929 -10.08438
H -14.94435 10.99171 -11.14504
H -16.55407 11.56557 -11.73332
H -16.92915 9.94188 -13.13873
H -15.21250 10.46903 -13.55451
H -16.56439 7.71378 -14.66919
H -16.21948 6.26191 -13.64805
H -18.40940 8.41694 -13.11833
H -18.71326 6.68412 -13.49809
H -19.98630 8.29616 -11.03458
H -18.99400 8.05140 -9.47973
H -18.28955 10.07535 -11.69400
H -18.97727 10.45994 -10.08355
C -11.07451 3.80883 -11.91962
C -12.47320 3.89059 -11.35756
C -12.92429 2.77820 -10.55365
C -14.12695 2.77924 -9.91678
C -14.93588 3.94397 -10.14627
Br -16.85348 4.04986 -9.70387
N -14.51461 5.01056 -10.77578
C -13.34798 4.95522 -11.44033
H -10.34318 3.73864 -11.11696
H -10.89227 4.66506 -12.48657
H -10.97131 2.98395 -12.60347
H -12.24610 1.98562 -10.36425
H -14.59837 2.10835 -9.27807
H -12.99238 5.85422 -11.87236
C -23.97167 7.17178 -6.97114
C -22.69423 6.64007 -6.34145
C -22.42491 5.18464 -6.71166
N -22.15310 5.07823 -8.11562
C -21.01463 5.36008 -8.69220
S -19.55037 5.96322 -7.99756
N -21.02175 5.09414 -10.06021
C -22.03506 4.70127 -10.89846
O -23.17184 4.70570 -10.46703
C -21.65706 4.46954 -12.32010
C -22.37380 4.95053 -13.42758
C -22.03170 4.55603 -14.70430
C -20.92953 3.74346 -14.87934
C -20.11173 3.37207 -13.80726
C -20.53471 3.72518 -12.57053
H -24.22361 8.21215 -6.78698
H -24.78562 6.47736 -6.69377
H -23.95950 7.04831 -8.06953
H -22.74314 6.57688 -5.24538
H -21.82410 7.29532 -6.72612
H -23.33928 4.56176 -6.56660
H -21.59159 4.75379 -6.13650
H -22.82793 4.65021 -8.79778
H -20.15091 5.24930 -10.51847
H -23.17694 5.68064 -13.32532
H -22.56666 4.93177 -15.55906
H -20.62728 3.28954 -15.85804
H -19.20522 2.79972 -13.86151
H -19.87854 3.42192 -11.73068
C -17.08543 6.19542 -4.79760
N -16.97634 7.09405 -5.93199
C -17.89383 8.18792 -5.85725
C -16.42527 6.67098 -7.05219
O -16.44409 7.31412 -8.09253
H -18.08337 5.76612 -4.81333
H -17.20932 6.87746 -3.87415
H -16.33444 5.38664 -4.88413
H -18.96200 7.87705 -5.53102
H -17.88463 8.52039 -6.86601
H -17.40907 8.92419 -5.19597
H -15.93860 5.70799 -6.90778
C -13.09942 6.89326 -8.49215
N -11.88268 7.38975 -7.83131
C -10.99924 7.80998 -8.89883
N -11.55750 8.90610 -9.68104
C -12.77839 8.50086 -10.25898
N -13.76061 8.00998 -9.27408
C -13.95907 9.11104 -8.27548
N -12.69382 9.58143 -7.69551
C -12.13653 8.50369 -6.96157
C -11.79950 10.02082 -8.76640
H -13.79210 6.54490 -7.74777
H -12.97767 6.05950 -9.17191
H -10.79810 7.03862 -9.61653
H -10.07990 8.15156 -8.49185
H -12.62645 7.75392 -10.98677
H -13.21483 9.38226 -10.79053
H -14.56334 8.68371 -7.43908
H -14.49572 9.99462 -8.64559
H -12.71750 8.37906 -6.00931
H -11.12757 8.75685 -6.57645
H -10.87579 10.30553 -8.31287
H -12.28244 10.86194 -9.32647
```

Computed properties:
HOMO (eV): -12.91
Energy above the lowest of the compared OMol25 structures with the same formula, charge and spin (kcal per mole): 59.1
Total charge: +2
F_max (eV/A): 3.8
LUMO (hartree): -0.1768


This record from OMol25 describes C32H51Cl3GeNOPRu as an isolated structure in a non-equilibrium geometry. The level of theory is ωB97M-V/def2-TZVPD.

```
91
Properties=species:S:1:pos:R:3
Ru -0.04797 -0.57917 -0.17688
N -3.18804 2.22813 0.66936
C -2.28219 1.45407 0.10829
O -1.41234 0.86586 0.79903
C -2.23089 1.31148 -1.37774
C -1.40504 0.08972 -1.74394
H -3.22359 2.32171 1.67337
H -3.90498 2.67972 0.12614
H -1.78571 2.22635 -1.77799
H -3.24025 1.23511 -1.78992
H -0.87286 0.24300 -2.67196
H -2.02243 -0.81249 -1.81239
C -1.37245 -1.42025 -5.03842
C -0.29004 -2.43058 -4.63971
C 0.71826 -2.63541 -5.78261
C 0.44338 -2.01097 -3.39668
C 1.12566 -0.79744 -3.33352
C 1.84185 -0.39872 -2.21197
C 2.57630 0.92265 -2.26048
C 3.70570 0.87049 -3.30121
C 1.62555 2.08334 -2.58477
C 1.95797 -1.30218 -1.09262
C 1.33607 -2.59767 -1.19672
C 0.52801 -2.86956 -2.29633
C 1.78398 -3.76699 -0.34099
C 0.66408 -4.72576 0.06707
C 2.83861 -4.55065 -1.14700
C 3.12469 -1.15529 -0.15596
C 4.37666 -1.48813 -0.66962
C 5.50844 -1.46577 0.12618
C 5.40217 -1.10893 1.46236
C 4.16910 -0.76027 1.98361
C 3.02358 -0.77012 1.18471
P 1.40147 -0.24255 1.83187
C 0.95383 -1.25562 3.36355
C -0.51228 -0.95411 3.71342
C 1.10759 -2.72192 2.95650
C 1.83429 -0.95558 4.57438
C 1.59476 1.59383 2.25041
C 1.57797 2.33738 0.90545
C 0.42651 2.05397 3.13434
C 2.91134 1.92118 2.95284
H -1.88924 -1.77548 -5.92886
H -0.94416 -0.44301 -5.27158
H -2.11392 -1.30697 -4.24532
H -0.77842 -3.38602 -4.43733
H 1.19145 -1.69311 -6.06331
H 0.20188 -3.02988 -6.65665
H 1.49665 -3.34390 -5.49660
H 1.09694 -0.13317 -4.18942
H 3.03392 1.09696 -1.28715
H 3.31111 0.71917 -4.30630
H 4.41551 0.07267 -3.08723
H 4.24425 1.81775 -3.28752
H 1.29964 2.04863 -3.62562
H 2.13367 3.03500 -2.43161
H 0.74005 2.06092 -1.94642
H 0.05111 -3.83877 -2.36294
H 2.27045 -3.38435 0.55489
H 0.29299 -5.29726 -0.78421
H -0.18216 -4.21094 0.51909
H 1.04794 -5.44057 0.79407
H 2.38777 -4.98451 -2.04048
H 3.22829 -5.36184 -0.53243
H 3.67540 -3.92353 -1.45011
H 4.45515 -1.78419 -1.70849
H 6.46797 -1.73670 -0.29350
H 6.27873 -1.09174 2.09574
H 4.10450 -0.46670 3.02055
H -1.13822 -0.84412 2.82550
H -0.60698 -0.04682 4.30675
H -0.91621 -1.77826 4.30221
H 0.46200 -2.96334 2.10983
H 0.80742 -3.36064 3.78905
H 2.14187 -2.96569 2.70918
H 1.75915 0.07951 4.90224
H 2.87889 -1.21411 4.40982
H 1.47691 -1.58027 5.39650
H 0.73126 2.03400 0.28785
H 2.50073 2.16472 0.35128
H 1.49043 3.41186 1.07600
H -0.52937 1.68606 2.77443
H 0.39801 3.14526 3.12938
H 0.56289 1.74191 4.16929
H 3.77606 1.72679 2.32084
H 3.03038 1.39098 3.89634
H 2.90524 2.98944 3.18184
Cl -2.54133 -3.47556 -1.31938
Ge -2.10141 -2.36584 0.51169
Cl -3.89811 -1.15761 0.76140
Cl -2.24943 -3.81839 2.10226
```

Computed properties:
Spin multiplicity: 5
HOMO (alpha / beta) (eV): -13.95 / -14.95
Total charge: +2
F_max (eV/A): 1.0
LUMO (alpha / beta) (hartree): -0.2723 / -0.3153